Computed, not measured: C18H13Cl3N4S4SbTi as an isolated structure, with wB97M-V/def2-TZVPD.

Output
HOMO-LUMO gap (alpha / beta) = 0.27256 / 0.22673 Ha
<S²> = 3.7670
2S+1 = 4

Last column: natural (NBO) charge in e.
CARTESIAN COORDINATES (ANGSTROEM)
Ti1 -0.38266 -0.03336 0.19444  1.187
C1 2.69111 -2.95245 0.56954  -0.187
C2 3.04116 -2.27829 -0.59329  -0.211
C3 2.95043 -0.89771 -0.65091  -0.127
C4 2.52535 -0.18523 0.46664  -0.295
C5 2.16766 -0.86217 1.63454  -0.219
C6 2.24672 -2.24844 1.67784  -0.203
H1 2.75059 -4.03251 0.60233  0.220
H2 3.36546 -2.83658 -1.46140  0.221
H3 3.20678 -0.37229 -1.56136  0.216
H4 2.47560 0.89778 0.42228  0.219
H5 1.81327 -0.31844 2.50057  0.232
H6 1.95075 -2.77560 2.57549  0.226
S1 -3.94720 -2.56442 0.29535  -0.342
Sb1 -1.64981 -2.88204 0.89442  0.944
S2 -0.52486 -2.02171 -1.07025  -0.692
S3 -1.14991 -0.98074 2.27592  -0.717
N1 -3.97283 2.20377 0.44646  -0.505
C7 -4.51492 1.41377 -0.54931  0.105
C8 -5.77026 1.37749 -1.13800  -0.220
C9 -5.96400 0.43776 -2.13227  -0.201
C10 -4.94254 -0.43251 -2.52953  -0.211
C11 -3.69052 -0.39590 -1.94281  -0.210
C12 -3.48641 0.54245 -0.93539  0.164
N2 -2.36077 0.83253 -0.18125  -0.570
C13 -2.68852 1.83680 0.60689  0.511
C14 -1.71285 2.41273 1.51012  0.079
C15 -1.84128 3.43450 2.39009  -0.375
S4 -0.32101 3.80841 3.06876  0.520
C16 0.39416 2.55780 2.15505  -0.106
N3 -0.43894 1.90610 1.40438  -0.492
H7 -4.39624 3.01775 0.85671  0.430
H8 -6.55673 2.05594 -0.83493  0.220
H9 -6.92846 0.37535 -2.61826  0.219
H10 -5.13905 -1.15383 -3.31097  0.222
H11 -2.89437 -1.06250 -2.24345  0.252
H12 -2.71545 4.01915 2.61980  0.254
H13 1.44698 2.33016 2.22677  0.234
Cl1 1.61345 4.54171 -2.50805  0.110
C17 0.34342 3.43418 -2.73255  -0.185
Cl2 -1.45221 4.33658 -0.95375  -0.735
Cl3 -0.58590 3.53955 -4.15010  0.121
C18 0.31921 2.26645 -1.99007  0.406
N4 0.35946 1.27218 -1.39476  -0.510

Computed, not measured: one molecule with the formula C18H13N3O3 in a non-equilibrium geometry, with wB97M-V/def2-TZVPD.

Output
HOMO-LUMO gap = 0.31325 Ha

Last column: natural (NBO) charge in e.
CARTESIAN COORDINATES (ANGSTROEM)
N1 -3.05151 2.39145 0.84186  0.068
O1 0.70497 1.90287 -0.19474  -0.566
O2 -1.71251 -1.92057 -0.63552  -0.548
O3 -1.58959 -1.16093 3.70102  -0.558
N2 -2.89198 1.55329 1.63419  0.078
C1 -0.04248 1.02384 -0.62378  0.665
C2 -1.22998 -0.82813 -0.88919  0.672
C3 -1.48038 -0.14496 2.99723  0.522
C4 4.45388 -1.65055 0.75344  -0.208
C5 -1.87813 2.25006 -3.71647  -0.195
C6 -2.65986 1.08208 -3.87245  -0.187
C7 4.09517 -0.38330 1.20228  -0.228
C8 3.47551 -2.58340 0.39752  -0.210
C9 -1.00300 2.33350 -2.64307  -0.158
C10 -2.49261 -0.02157 -3.03745  -0.160
C11 2.73257 -0.06096 1.31037  -0.139
C12 2.12058 -2.24402 0.55788  -0.190
C13 -0.88042 1.21493 -1.77006  -0.114
C14 -1.60915 0.06161 -1.97799  -0.125
C15 1.73708 -0.98774 1.02111  -0.072
C16 -2.74259 0.53103 2.58398  -0.347
N3 -0.30091 -0.22090 -0.07160  -0.460
C17 -0.08894 0.08655 2.43061  -0.502
C18 0.27346 -0.74734 1.17744  -0.060
H1 5.48884 -1.92071 0.53706  0.213
H2 -2.05690 3.03534 -4.42724  0.226
H3 -3.32087 0.95476 -4.71739  0.222
H4 4.87670 0.36138 1.35335  0.218
H5 3.79362 -3.54859 -0.04689  0.219
H6 -0.35297 3.20432 -2.46915  0.241
H7 -3.08149 -0.95047 -3.12831  0.236
H8 2.47669 0.96037 1.56592  0.219
H9 1.36394 -2.98961 0.29065  0.218
H10 -3.64510 0.12798 3.05315  0.263
H11 0.04368 1.15593 2.22702  0.227
H12 0.63205 -0.13219 3.23986  0.260
H13 -0.15734 -1.73539 1.34536  0.261

Computed, not measured: C18H14BrN5O6OsS as an isolated structure, with wB97M-V/def2-TZVPD.

Output
net charge = +2
HOMO-LUMO gap = 0.24526 Ha

Last column: natural (NBO) charge in e.
CARTESIAN COORDINATES (ANGSTROEM)
Os1 0.79426 -1.47495 -0.12045  1.303
O1 -0.99328 -6.04338 3.12285  -0.632
C1 -1.61683 -6.00499 1.95308  0.773
O2 -2.49416 -6.75641 1.65386  -0.508
C2 -1.19551 -4.95869 0.95607  -0.190
C3 -1.67685 -4.94256 -0.34406  0.074
N1 -1.15700 -3.87175 -0.96301  -0.272
N2 -0.36135 -3.18995 -0.14245  -0.267
C4 -0.36896 -3.83500 1.02118  0.032
C5 0.52958 -3.27416 2.04641  0.758
O3 0.77169 -3.71113 3.11945  -0.449
O4 1.16126 -2.09180 1.61258  -0.575
H1 -0.31749 -5.35675 3.24259  0.505
H2 -2.33888 -5.63473 -0.83961  0.287
H3 -1.25528 -3.60439 -1.93182  0.450
Br1 1.34369 2.08850 1.06961  0.145
C6 2.73479 1.08974 0.32741  0.164
C7 4.01282 1.63890 0.35446  -0.229
C8 5.06610 0.92487 -0.17586  -0.089
C9 4.80765 -0.30992 -0.76227  -0.160
C10 3.51679 -0.77409 -0.74935  0.066
N3 2.47867 -0.11470 -0.18339  -0.508
C11 3.17641 -2.02351 -1.48488  0.730
O5 3.93761 -2.70690 -2.07435  -0.423
O6 1.82805 -2.34207 -1.44477  -0.622
H4 4.15724 2.61394 0.79605  0.269
H5 6.06877 1.32966 -0.15108  0.266
H6 5.57621 -0.90637 -1.23387  0.282
N4 -0.83590 1.58779 -1.77137  -0.741
C12 -1.25119 1.25209 -0.56708  0.391
S1 -1.20041 -0.44339 -0.04235  0.074
N5 -1.83493 2.09855 0.24672  -0.540
C13 -2.22620 3.45487 -0.04634  0.146
C14 -2.87441 3.76982 -1.23309  -0.279
C15 -3.26411 5.08375 -1.44895  -0.170
C16 -3.01911 6.05519 -0.48869  -0.167
C17 -2.38963 5.71817 0.70182  -0.167
C18 -1.98996 4.41110 0.93069  -0.241
H7 -0.43478 0.90046 -2.38623  0.431
H8 -0.88843 2.54968 -2.08388  0.448
H9 -2.02328 1.76645 1.18366  0.440
H10 -3.12529 3.00744 -1.96024  0.229
H11 -3.78298 5.34104 -2.36199  0.245
H12 -3.33331 7.07490 -0.66278  0.247
H13 -2.21086 6.47208 1.45578  0.246
H14 -1.50120 4.14258 1.85991  0.227

Computed, not measured: C18H14Cl5CoN5O as an isolated structure, with wB97M-V/def2-TZVPD.

Output
HOMO-LUMO gap (alpha / beta) = 0.31175 / 0.30592 Ha
<S²> = 0.7565
2S+1 = 2

Last column: natural (NBO) charge in e.
CARTESIAN COORDINATES (ANGSTROEM)
Co1 0.18316 -0.19674 -0.08814  0.987
O1 -0.88941 1.19753 3.51428  -0.665
C1 -0.54615 0.57361 2.51144  0.606
N1 -0.27122 1.02330 1.29516  -0.692
C2 -0.42852 2.41552 0.97298  -0.271
C3 -0.22471 2.56323 -0.51180  0.262
C4 -0.32966 3.79200 -1.15049  -0.241
C5 -0.13101 3.86964 -2.51431  -0.141
C6 0.16949 2.71107 -3.21752  -0.262
C7 0.25676 1.52446 -2.52094  0.071
N2 0.06606 1.44534 -1.19802  -0.476
C8 -0.36142 -0.93280 2.54956  0.135
C9 -0.54897 -1.65892 3.70835  -0.214
C10 -0.36422 -3.03200 3.66981  -0.149
C11 0.00166 -3.62814 2.47326  -0.252
C12 0.16786 -2.83193 1.35232  0.065
N3 -0.00900 -1.51128 1.38771  -0.454
H1 0.29667 3.05205 1.49636  0.215
H2 -1.41844 2.79264 1.25476  0.223
H3 -0.56549 4.67198 -0.56697  0.227
H4 -0.20953 4.81952 -3.02664  0.223
H5 0.33107 2.72209 -4.28571  0.229
H6 0.48227 0.59111 -3.01936  0.216
H7 -0.83619 -1.12321 4.60232  0.254
H8 -0.50447 -3.63155 4.55973  0.223
H9 0.15360 -4.69546 2.39824  0.228
H10 0.44427 -3.24960 0.39295  0.216
Cl1 2.71253 -2.13400 -1.86388  -0.032
C13 1.01714 -2.27306 -2.28328  0.015
C14 0.08929 -1.51903 -1.57854  -0.400
C15 -1.23254 -1.73346 -1.96774  -0.078
Cl2 -2.46425 -0.85648 -1.08621  0.013
C16 -1.62977 -2.59468 -2.98343  -0.094
Cl3 -3.29035 -2.78380 -3.39697  0.051
C17 -0.65194 -3.31228 -3.66995  -0.094
Cl4 -1.09600 -4.38292 -4.94206  0.053
C18 0.68464 -3.15454 -3.31396  -0.129
Cl5 1.89718 -4.04679 -4.15353  0.047
N4 2.70850 1.22596 1.09990  -0.668
N5 2.40572 0.11496 0.25266  -0.679
H11 3.58239 1.08325 1.59222  0.340
H12 1.95788 1.29674 1.77652  0.362
H13 2.77853 -0.76029 0.60688  0.358
H14 2.83680 0.27588 -0.64906  0.372

Computed, not measured: C18H14ClN3O2Sn as an isolated structure in a non-equilibrium geometry, with wB97M-V/def2-TZVPD.

Output
net charge = +2
HOMO-LUMO gap (alpha / beta) = 0.14813 / 0.14816 Ha

Last column: natural (NBO) charge in e.
CARTESIAN COORDINATES (ANGSTROEM)
Cl1 -2.26469 2.38836 -1.28532  -0.004
C1 -0.76714 -1.85831 -0.92231  -0.295
C2 0.57908 -2.25553 -1.08193  -0.171
C3 1.23408 -1.34271 -1.94867  -0.315
H1 1.01328 -3.16860 -0.67541  0.264
C4 0.31302 -0.36676 -2.38397  0.128
C5 -0.96511 -0.64746 -1.70124  -0.393
H2 -1.92380 -0.23008 -2.00601  0.300
H3 -1.55483 -2.41472 -0.41418  0.280
H4 2.26683 -1.41842 -2.29434  0.275
C6 0.53938 0.72668 -3.35987  -0.699
Sn1 -0.14311 0.58738 0.12051  1.478
C7 2.31693 1.42876 0.92143  0.549
O1 3.25560 1.72919 1.49442  -0.339
C8 -2.11832 1.77888 0.41890  0.248
O2 -2.89494 2.05486 1.27931  -0.412
H5 1.49628 1.23768 -3.18622  0.263
H6 -0.25458 1.48253 -3.34139  0.249
H7 0.57774 0.31887 -4.38091  0.299
N1 -0.09572 1.44758 10.77090  -0.199
C9 -0.09360 1.11638 9.64780  0.227
C10 -0.08815 0.70890 8.26748  -0.130
C11 -1.04217 1.21855 7.37684  -0.131
C12 -1.05238 0.81087 6.04026  -0.174
C13 -0.11876 -0.14114 5.61509  0.087
C14 0.84297 -0.65991 6.49176  -0.203
C15 0.86738 -0.21233 7.81686  -0.127
N2 -0.14755 -0.59445 4.28216  -0.285
C16 0.47958 -1.75056 3.78504  -0.020
C17 0.31667 -1.73263 2.44288  -0.079
N3 -0.36442 -0.56417 2.08333  -0.633
C18 -0.69002 0.05793 3.23083  0.238
H8 -1.78072 1.93341 7.73227  0.255
H9 -1.79283 1.19584 5.34076  0.215
H10 1.57947 -1.38787 6.14050  0.229
H11 1.62625 -0.58702 8.50582  0.259
H12 0.99368 -2.44553 4.42818  0.268
H13 0.62981 -2.46853 1.71738  0.246
H14 -1.24609 0.98778 3.31616  0.254

Computed, not measured: C18H14FeN2O6 as an isolated structure in a non-equilibrium geometry, with wB97M-V/def2-TZVPD.

Output
net charge = -2
HOMO-LUMO gap (alpha / beta) = 0.13533 / 0.19036 Ha
<S²> = 6.1332
2S+1 = 5

Last column: natural (NBO) charge in e.
CARTESIAN COORDINATES (ANGSTROEM)
C1 -4.73856 2.70108 0.27252  -0.223
O1 -3.40983 3.21109 0.13412  -0.558
C2 -2.28764 2.43644 0.01704  0.277
C3 -1.61655 1.93940 1.16682  -0.364
C4 -0.81180 0.69098 1.00443  -0.431
C5 0.05001 0.96123 -0.18183  -0.329
C6 -0.42937 1.63938 -1.29770  -0.221
C7 -1.53466 2.49183 -1.17683  -0.468
Fe1 -0.10999 3.02287 0.31848  -0.371
C8 0.89651 2.94368 1.73601  0.561
O2 1.59460 3.10537 2.65396  -0.614
C9 -0.73566 4.65854 0.80799  0.594
O3 -1.01490 5.69840 1.22430  -0.593
C10 1.20301 3.83387 -0.56679  0.610
O4 2.03311 4.21778 -1.28634  -0.598
H1 -5.31866 3.59469 0.48028  0.172
H2 -5.07163 2.24318 -0.65950  0.164
H3 -4.82471 1.98462 1.09031  0.170
H4 -2.01502 2.21032 2.14588  0.206
H5 -0.19733 0.47991 1.89676  0.197
H6 -1.44511 -0.21718 0.92083  0.177
H7 1.02553 0.46602 -0.24460  0.213
H8 0.12504 1.61069 -2.24364  0.212
H9 -1.84496 3.16550 -1.97096  0.216
C11 0.08487 -3.05874 -1.73989  0.117
N1 -1.17535 -3.20000 -1.22036  0.318
O5 -2.21528 -3.02921 -1.92390  -0.523
O6 -1.29655 -3.48784 0.01318  -0.562
C12 1.24389 -3.34336 -0.95329  -0.256
C13 1.19853 -3.95161 0.33103  -0.132
C14 2.35924 -4.13419 1.07480  -0.266
C15 3.60935 -3.74391 0.57272  -0.181
C16 4.80103 -3.89036 1.37189  0.276
N2 5.77191 -3.99730 2.02130  -0.450
C17 3.68169 -3.20049 -0.72572  -0.237
C18 2.53198 -3.00641 -1.47421  -0.170
H10 0.14881 -2.71765 -2.77906  0.201
H11 0.23326 -4.23399 0.73534  0.264
H12 2.28877 -4.58728 2.06475  0.203
H13 4.65685 -2.92860 -1.12988  0.202
H14 2.55559 -2.57877 -2.48022  0.196